[1]
ORCA calculation (ωB97M-V/def2-TZVPD) on one molecule with the formula C4H7NO.

```
13
C4H7NO | the OMol25 dataset | ωB97M-V/def2-TZVPD
C -1.61285 0.01380 -0.34518
C -0.21478 0.55633 0.05705
C 0.75400 -0.08014 1.13101
N 1.63289 -0.45457 0.02922
C 0.82002 0.05391 -0.94822
O 0.83827 0.01284 -2.15145
H -2.05539 0.62785 -1.14514
H -1.62961 -1.00531 -0.76055
H -2.32535 0.02396 0.47664
H -0.23743 1.64989 0.15912
H 0.36353 -0.93171 1.68706
H 1.24881 0.62240 1.81782
H 2.41789 -1.08925 -0.00738
```

As for the structure (SMILES): C[C@H]1CNC1=O. The energy above the lowest of the compared OMol25 structures with the same formula, charge and spin is 94.4 kJ/mol.



[2]
ORCA calculation (ωB97M-V/def2-TZVPD) on a 14-piece molecular cluster, C23H57IN15O30P overall at a distorted geometry.

```
127
C23H57IN15O30P | the OMol25 dataset | ωB97M-V/def2-TZVPD
C 2.20907 2.20759 -2.94783
C 0.76943 2.83612 -3.28399
C -0.05155 3.07947 -1.90119
N -0.17159 1.83391 -1.05132
P 0.21451 2.19465 0.65123
C -0.47736 0.77393 1.71882
C 0.16611 0.97721 3.19229
O -0.30745 1.78023 4.04145
I 1.96943 -0.10394 3.85037
C -0.66070 3.76358 1.21063
C 0.30418 4.99413 1.58387
O 0.34202 5.33895 2.80174
N 1.06450 5.63836 0.49497
C 0.24285 6.57454 -0.33122
C 2.34275 6.24761 0.96433
C 2.09516 2.21474 0.78081
O 2.80933 3.11649 1.31436
O 2.75741 1.11299 0.22407
H 2.07112 1.18476 -2.46286
H 2.79482 2.12048 -3.92842
H 2.78711 2.90671 -2.23285
H 0.97761 3.89795 -3.69396
H 0.12456 2.20292 -3.97913
H 0.56443 3.83984 -1.30622
H -1.09046 3.50922 -2.11349
H -1.19150 1.61773 -1.04083
H -0.26034 -0.25579 1.28584
H -1.62313 0.87499 1.76452
H -1.29001 3.51292 2.14906
H -1.41531 4.04561 0.36927
H 0.84629 7.09652 -1.15582
H -0.33845 7.32789 0.30288
H -0.55275 5.94512 -0.88799
H 3.16614 5.87529 0.23790
H 2.67982 5.89819 2.00287
H 2.34640 7.39401 0.89176
C -3.03166 -2.85199 2.83996
N -2.37979 -1.75600 2.07179
O -1.18860 -1.88844 1.82031
O -3.07952 -0.80849 1.74873
H -2.29255 -3.61995 3.05172
H -3.41742 -2.42250 3.76367
H -3.83448 -3.25018 2.22333
C -1.13728 -4.01933 6.77768
N -1.60849 -4.49632 5.45175
O -2.77185 -4.27217 5.14830
O -0.79416 -5.08301 4.75642
H -1.95991 -3.52060 7.28360
H -0.80869 -4.89161 7.34192
H -0.31386 -3.32698 6.60407
C 4.01180 -1.12801 -2.33404
N 3.54212 -1.65884 -3.64019
O 2.39131 -1.41360 -3.96485
O 4.34699 -2.30557 -4.29689
H 3.19812 -0.57763 -1.86413
H 4.30665 -1.97908 -1.72081
H 4.85738 -0.46979 -2.53070
C 5.99934 5.48687 2.50930
N 5.76370 6.80440 1.86246
O 5.05239 7.60136 2.45754
O 6.29973 6.99170 0.78239
H 5.46446 5.46081 3.45699
H 5.62536 4.71738 1.83397
H 7.07237 5.38669 2.66874
C -1.32474 0.29433 6.35157
N -2.12614 -0.35946 7.41800
O -2.01873 0.07889 8.55002
O -2.83848 -1.29335 7.07846
H -0.74499 1.10245 6.79300
H -0.66731 -0.46100 5.92142
H -2.02175 0.68118 5.60968
C 2.51925 -3.16828 -6.66346
N 1.77221 -2.50281 -7.76323
O 1.75080 -1.28435 -7.76987
O 1.23124 -3.23043 -8.58444
H 2.94270 -2.40706 -6.01625
H 1.81197 -3.79021 -6.11555
H 3.30607 -3.76952 -7.11814
C -0.51155 -6.02277 -9.41017
N -1.30795 -6.66775 -8.33349
O -1.19264 -6.21979 -7.20523
O -2.02243 -7.60362 -8.66016
H 0.07298 -5.21162 -8.97773
H 0.14123 -6.78373 -9.83654
H -1.21139 -5.64054 -10.15238
C -4.30822 6.58541 1.50929
N -3.79147 5.82658 0.34063
O -2.57580 5.74400 0.21553
O -4.61774 5.34047 -0.41050
H -3.46405 6.95882 2.08696
H -4.90853 7.41041 1.12641
H -4.91042 5.90066 2.10543
C -6.24705 -6.27377 3.87641
N -5.59312 -5.18095 3.11071
O -4.40605 -5.30646 2.85562
O -6.29418 -4.23422 2.79237
H -5.50768 -7.04370 4.08951
H -6.63256 -5.84273 4.79960
H -7.05159 -6.67142 3.25891
C -2.40364 -10.99462 -8.75892
N -1.89062 -11.76824 -9.91968
O -0.67949 -11.85176 -10.04726
O -2.72223 -12.26434 -10.66213
H -1.55815 -10.61357 -8.18939
H -3.00522 -10.17519 -9.15002
H -3.00358 -11.67191 -8.15214
C -3.77886 11.11816 0.21965
N -4.57857 10.45975 1.28557
O -4.46692 10.89330 2.41852
O -5.29222 9.52752 0.94441
H -3.19665 11.92302 0.66463
H -3.12457 10.36277 -0.21421
H -4.47646 11.50956 -0.51989
C 1.20256 -4.13001 1.28991
N 2.17909 -3.86034 0.20132
O 3.19265 -3.24183 0.49508
O 1.89589 -4.27820 -0.90923
H 1.58364 -3.70292 2.21568
H 0.25937 -3.66307 1.00997
H 1.09849 -5.21095 1.37766
C 6.11200 -2.56371 4.04575
N 5.20395 -2.45621 5.21759
O 5.47826 -3.11848 6.20291
O 4.24509 -1.70807 5.10457
H 6.91437 -3.25867 4.28658
H 5.52253 -2.93042 3.20579
H 6.50947 -1.56924 3.84597
```



[3]
ORCA calculation (ωB97M-V/def2-TZVPD) on C36H46N4O2Rb as an isolated structure.

```
89
C36H46N4O2Rb | the OMol25 dataset | ωB97M-V/def2-TZVPD
Rb 0.87204 -0.25790 0.10660
C -3.84909 -6.23986 -2.17588
C -2.93747 -5.05339 -2.07796
C -2.81032 -4.12388 -3.05090
C -1.89253 -3.01912 -2.95693
C -1.97569 -2.09073 -3.98113
N -1.27811 -1.00664 -4.33732
C 0.12930 -0.62918 -4.14129
C 0.34409 0.62419 -3.29536
C -0.60618 1.74533 -3.70371
N -0.26799 3.12473 -3.33490
C -0.99290 3.91624 -2.54815
C -1.78992 3.58440 -1.45746
C -2.87895 4.46609 -1.16518
C -3.72681 4.24596 -0.12998
C -4.91162 5.11556 0.16564
C -3.42009 3.15454 0.73556
C -2.34084 2.32615 0.59814
C -2.08403 1.41313 1.73054
N -1.09389 0.63561 1.89109
C -0.97415 -0.00071 3.20052
C -1.14657 -1.51923 3.25302
C -0.09360 -2.38888 2.55211
N -0.39086 -2.50425 1.13642
C -0.83653 -3.60008 0.69222
C -1.34636 -3.78905 -0.67491
C -2.19368 -4.83620 -0.87713
C -1.05438 -2.86236 -1.77748
O -0.17726 -1.99244 -1.69929
C -1.43212 2.51569 -0.53815
O -0.35775 1.90196 -0.63227
H -4.37246 -6.25724 -3.13073
H -4.59764 -6.23141 -1.38203
H -3.29073 -7.17334 -2.08641
H -3.40145 -4.21168 -3.95654
H -2.82778 -2.23599 -4.64055
H -1.69838 -0.53314 -5.12119
H 0.52205 -0.46418 -5.14903
H 0.65356 -1.47045 -3.70360
H 1.38950 0.92073 -3.41071
H 0.15737 0.40347 -2.25659
H -1.60064 1.54757 -3.30025
H -0.69957 1.76882 -4.79604
H 0.27262 3.61387 -4.03103
H -0.95698 4.96288 -2.84307
H -3.05150 5.30294 -1.83414
H -5.06740 5.85107 -0.62253
H -4.78423 5.65289 1.10712
H -5.82553 4.52473 0.24954
H -4.06354 3.00600 1.59850
H -2.82895 1.51698 2.53350
H -1.67385 0.45568 3.91446
H 0.03181 0.23829 3.55842
H -2.13537 -1.80309 2.88304
H -1.13193 -1.77939 4.31513
H -0.05107 -3.37458 3.03611
H 0.90048 -1.93571 2.66205
H -0.95292 -4.47387 1.35034
H -2.35255 -5.52837 -0.05433
C 3.83054 1.48150 -0.89557
C 3.68139 0.99422 0.52732
C 4.10846 -0.29212 0.88700
C 4.91507 -1.10928 -0.09359
C 3.76442 -0.80313 2.14413
C 4.15036 -2.20423 2.54756
C 3.04206 -0.01574 3.05626
C 2.72041 -0.59947 4.41037
C 2.68470 1.29487 2.71960
C 1.96646 2.20584 3.68419
C 3.01073 1.79778 1.45214
C 2.60096 3.19574 1.06305
H 4.73518 2.07551 -1.05251
H 2.98459 2.10938 -1.17903
H 3.86744 0.65186 -1.60098
H 4.30159 -1.83295 -0.64040
H 5.70066 -1.67270 0.40437
H 5.40882 -0.47873 -0.82821
H 4.72453 -2.20948 3.47552
H 4.74068 -2.71105 1.79313
H 3.26727 -2.82452 2.72493
H 3.53708 -0.42670 5.11640
H 2.57438 -1.67677 4.36167
H 1.82245 -0.17801 4.85352
H 1.05108 2.60461 3.24049
H 2.58964 3.06325 3.94679
H 1.69968 1.71883 4.61554
H 2.52377 3.84996 1.92700
H 1.62642 3.19706 0.56241
H 3.32054 3.64529 0.38104
```

The net charge is +1. The energy above the lowest of the compared OMol25 structures with the same formula, charge and spin is 0.0 kJ/mol.



Number 1: LUMO energy 0.99 eV. Number 2: LUMO energy -0.56 eV. Number 3: LUMO energy -2.84 eV.